1.
ORCA calculation (ωB97M-V/def2-TZVPD) on a structure of composition C12H37CdNO20P4.

The geometry in XYZ format:
```
75
Properties=species:S:1:pos:R:3:forces:R:3
Cd 0.594133 0.146040 -0.418885 0.25 -1.12 -0.32
O 2.536250 0.107079 -0.980275 1.25 0.48 -0.76
H 3.262408 -0.494006 -1.093330 0.05 -0.42 0.11
N -2.816869 0.584289 -0.161649 -0.63 0.57 -1.12
O -3.260086 1.158677 -1.195338 0.57 -0.72 1.17
O -1.563192 0.492522 -0.002104 -1.84 -0.06 0.88
O -3.614080 0.108552 0.683825 0.93 0.16 -0.37
C 0.245869 -3.665122 3.936081 -0.19 0.32 0.02
O 0.570218 -2.765698 2.858075 -0.16 -0.24 -0.39
P -0.061504 -2.932580 1.434911 -0.46 0.05 -1.03
O 0.174026 -1.828368 0.495429 -0.02 -1.41 0.68
O 0.505116 -4.340992 0.933337 0.08 0.63 1.07
C 0.077357 -5.006413 -0.228771 1.14 -0.99 -0.78
O -1.602386 -3.150717 1.740339 0.30 -0.61 0.75
C -2.621794 -3.252340 0.772661 -1.18 0.58 -1.40
H 0.067467 -3.016430 4.789807 0.12 -0.16 0.18
H 1.074408 -4.345422 4.111011 0.07 0.06 -0.02
H -0.668281 -4.221070 3.735429 0.05 -0.02 -0.10
H 0.038071 -4.339901 -1.093550 -0.85 0.13 0.27
H -0.751161 -5.682946 -0.011966 -0.46 0.61 -0.26
H 0.881629 -5.696173 -0.520081 0.09 0.13 0.32
H -2.918361 -2.259850 0.425714 0.24 0.12 0.11
H -3.542687 -3.702010 1.145648 0.37 -0.06 0.77
H -2.392053 -3.848920 -0.113721 0.62 -0.01 0.17
C 1.145283 0.356312 5.459737 0.68 0.60 0.48
O 1.352342 0.090600 4.080185 -0.21 -0.03 -1.07
P 0.940640 1.157455 2.949274 -1.12 0.53 0.68
O 1.027046 0.710549 1.558824 0.94 0.33 2.59
O -0.573167 1.536592 3.366483 1.51 -0.37 0.75
C -1.501358 0.483094 3.659428 -2.02 -0.07 -2.02
O 1.785354 2.488666 3.240576 -1.34 -0.68 0.11
C 1.311445 3.414114 4.266787 0.52 0.10 -0.92
H 2.029328 0.885128 5.824979 -0.02 -0.08 0.16
H 1.057067 -0.572912 6.016916 -0.03 -0.17 -0.29
H 0.284925 0.987081 5.685335 -0.17 -0.10 -0.33
H -1.272818 -0.545645 3.386701 1.16 0.06 0.12
H -2.267918 0.683950 2.898406 -0.38 -0.12 0.52
H -1.968329 0.472610 4.642385 0.54 0.60 0.25
H 1.504490 4.395886 3.837296 0.34 0.06 0.37
H 1.897499 3.195441 5.154278 -0.18 0.39 0.20
H 0.237171 3.374508 4.415987 0.02 -0.41 0.15
C 1.434058 5.379886 0.532838 0.73 0.84 -0.29
O 0.974175 4.058409 0.321561 -0.10 -0.37 -0.16
P 0.461086 3.544133 -1.070597 -0.27 0.08 -0.07
O 0.339755 2.089540 -1.167698 -0.29 2.25 -0.56
O -0.897182 4.384851 -1.263489 1.33 -0.75 0.08
C -1.365301 4.662445 -2.566027 -1.43 0.84 -0.96
O 1.505519 4.135689 -2.124056 0.11 0.41 0.41
C 1.819891 3.423684 -3.294098 -0.70 -1.12 -2.26
H 2.510618 5.399418 0.720498 -0.08 -0.49 0.31
H 0.912283 5.823545 1.377053 -0.14 -0.06 -0.07
H 1.358877 6.014935 -0.353225 -0.56 -0.09 0.02
H -1.592097 5.732183 -2.596198 0.37 0.00 -0.11
H -2.329589 4.200781 -2.796810 0.14 -0.46 0.59
H -0.731596 4.401887 -3.413845 0.50 0.00 0.42
H 0.987007 2.777328 -3.593243 0.06 -0.20 0.39
H 2.703246 2.785515 -3.326576 0.13 0.16 1.09
H 1.916811 4.045879 -4.190684 0.06 0.80 0.62
C 1.240370 -3.806933 -3.573649 0.51 -1.23 -0.62
O 0.983257 -2.655706 -2.804127 0.19 0.37 0.22
P -0.134389 -1.633231 -3.215377 -0.89 0.82 -0.72
O -0.294482 -0.466848 -2.318739 -0.09 -1.50 -1.73
O -1.412692 -2.546554 -3.386551 0.17 0.27 0.26
C -2.704709 -2.125135 -2.901052 -0.09 0.15 0.32
O 0.154352 -1.257243 -4.763056 -0.46 -0.36 1.48
C 1.262515 -0.414599 -4.992327 1.42 0.50 -0.76
H 2.317229 -3.977465 -3.626772 -0.02 0.22 0.23
H 0.892136 -3.783778 -4.608782 -0.22 0.48 0.12
H 0.796033 -4.697672 -3.122282 -0.09 0.20 0.14
H -3.164180 -3.018294 -2.485788 -0.24 0.00 -0.27
H -3.269570 -1.679575 -3.715466 -0.11 -0.25 -0.08
H -2.648304 -1.381167 -2.105020 0.36 0.03 -0.08
H 1.592668 0.208010 -4.154426 -0.56 -0.11 0.22
H 1.030827 0.222652 -5.848650 -0.08 -0.04 0.16
H 2.147881 -1.008204 -5.259515 -0.25 -0.09 -0.03
```
Forces are in eV/Å.

Frontier orbital gap ... 4.333 eV
HOMO energy ... -7.41 eV
Total energy ... -3572.34348 a.u.

Calculated atomic charges, method Mulliken, unit e: 5.06 -0.84 -0.04 0.42 -0.66 -0.23 -0.65 -0.79 -0.38 -0.64 -0.23 -0.31 -0.15 -0.33 -0.26 0.20 0.26 0.35 -0.29 0.29 0.31 -0.01 0.32 0.16 -0.79 -0.31 0.47 -0.82 -0.31 -0.66 -0.36 -0.70 0.25 0.25 0.37 0.14 0.22 0.36 0.26 0.28 0.34 -0.83 -0.14 -0.04 -0.03 -0.27 -0.69 -0.35 -0.73 0.27 0.28 0.34 0.28 0.27 0.30 0.19 0.32 0.38 -0.81 -0.25 0.36 0.37 -0.49 -0.26 -0.40 -0.55 0.25 0.37 0.26 0.24 0.28 -0.12 0.10 0.28 0.26

***

2.
ORCA calculation (ωB97M-V/def2-TZVPD) on a structure of composition C42H47N10OPS2Zn.

The geometry in XYZ format:
```
104
Properties=species:S:1:pos:R:3:forces:R:3
Zn 11.110792 11.778059 13.469020 0.05 -0.14 -0.05
C 11.947682 10.671901 20.685474 -2.16 -1.07 -0.24
N 12.047473 11.314082 19.390907 -0.30 0.76 -1.50
C 12.980216 12.162098 18.909879 -1.05 -0.26 -1.20
N 12.656146 12.544685 17.638544 0.54 -0.80 1.87
C 11.496017 11.867813 17.446527 -0.45 0.80 -0.12
N 11.040494 11.173699 18.464120 0.98 -0.39 0.33
C 11.875266 9.120286 20.612819 -0.09 0.94 -0.87
C 10.871603 8.432034 21.283147 -0.03 -0.96 0.50
C 10.884961 7.012494 21.282270 -1.49 1.74 1.54
C 11.745855 6.356242 20.451566 0.59 -0.96 -0.08
C 12.676228 6.989129 19.634140 -0.23 2.93 0.63
C 12.745492 8.441913 19.766869 0.36 -2.10 -0.52
C 13.556980 6.295545 18.687085 -0.58 0.30 0.09
N 13.929428 5.073162 18.624543 0.15 -0.42 0.28
N 14.727319 4.952225 17.493476 -0.34 -0.09 0.42
C 14.753486 6.114015 16.950186 0.12 -0.34 0.00
O 14.021461 7.022963 17.636655 0.36 0.39 -0.37
C 15.441468 6.414463 15.696445 -0.90 1.83 0.72
C 16.283080 5.482794 15.181147 0.33 -1.42 -1.20
C 16.821127 5.675520 13.909476 1.15 0.17 0.84
C 16.575225 6.851241 13.197024 0.23 -1.17 1.10
C 15.858649 7.865795 13.809539 -0.75 -0.18 0.81
C 15.760787 9.130621 13.007736 0.63 -0.54 -1.34
N 14.771660 10.002920 13.530521 -0.66 0.97 0.48
C 13.532213 10.152355 13.106022 0.78 2.14 2.39
N 12.970862 11.108751 13.902791 -0.93 -1.08 -0.81
C 13.932219 11.435372 14.818369 -0.96 0.31 -0.18
N 15.027833 10.791216 14.612496 1.09 -0.74 -0.47
C 15.267939 7.668199 15.094252 0.26 0.27 -0.42
H 10.972533 11.026336 21.108185 1.03 -0.21 0.03
H 12.779741 11.000795 21.250856 0.72 0.34 0.78
H 13.807290 12.479293 19.523332 0.18 0.05 -0.24
H 10.909760 12.027041 16.538496 0.20 -0.36 0.42
H 10.079448 8.950756 21.840605 0.59 -0.10 -0.13
H 10.185329 6.498000 22.030066 1.11 0.52 -1.59
H 11.705107 5.296166 20.500010 0.17 -0.87 -0.32
H 13.489737 8.984605 19.167707 -0.34 -0.20 0.34
H 16.422847 4.544138 15.720155 0.18 0.35 -0.15
H 17.650882 5.009136 13.645631 -0.77 0.00 -0.55
H 17.023111 6.935977 12.223738 0.04 0.38 -0.28
H 15.474759 8.886609 11.925352 0.45 0.40 1.47
H 16.723527 9.674908 13.004491 -0.47 -0.23 -0.07
H 13.136253 9.670378 12.260838 -0.44 -0.35 -0.62
H 13.782239 12.139738 15.639557 0.02 -0.24 -0.28
H 14.726123 8.426018 15.728821 0.58 -0.62 -1.30
C 9.473719 8.546927 14.350741 0.98 1.22 -0.46
C 8.807508 9.887477 14.599555 1.12 -0.76 -0.57
N 9.391087 11.062512 14.446353 -0.77 -1.44 0.15
C 8.517241 12.061876 14.840723 1.66 0.41 -0.85
C 7.305794 11.671094 15.212177 -0.37 -1.36 0.12
S 7.202425 9.935434 15.151127 0.13 0.92 0.00
C 9.141981 13.373475 14.793664 -1.10 0.25 0.73
C 8.580182 14.560976 15.135884 0.44 0.20 -0.95
S 9.777627 15.776698 15.000614 0.36 -0.15 0.29
C 10.979997 14.599931 14.608183 -0.99 0.91 0.59
N 10.476833 13.405506 14.509802 0.49 -0.14 -0.02
C 12.385647 14.971568 14.476641 0.91 -0.41 -0.27
H 10.458502 8.587493 13.827242 -0.75 0.48 0.28
H 8.844424 7.914929 13.770079 -0.59 -0.62 -0.31
H 9.703654 8.097395 15.287878 -0.07 -0.53 0.87
H 6.512369 12.277239 15.533893 -0.92 0.53 0.40
H 7.531904 14.791574 15.234247 0.04 0.00 0.34
H 12.467188 16.053583 14.395389 0.38 -0.12 -0.29
H 12.896353 14.399837 13.681215 -0.41 0.63 -0.21
H 12.942817 14.638399 15.346648 -0.10 0.16 0.59
C 10.059351 10.480078 8.732278 -1.60 0.62 0.14
C 10.416812 10.383546 10.230279 0.51 -0.88 -0.41
C 11.743280 9.508967 10.331996 -1.45 0.40 -0.26
C 9.295539 9.646074 11.003030 -0.21 0.07 -0.60
P 10.857387 12.034241 11.045665 0.22 -0.25 -0.56
C 12.420735 12.665364 10.265093 -0.54 -1.03 0.42
C 12.627953 12.855272 8.913293 0.69 0.64 0.02
C 13.819387 13.416920 8.468573 -0.13 0.27 -2.31
C 14.859343 13.740959 9.295040 0.47 -0.94 0.98
C 14.733497 13.331147 10.615768 -0.22 0.44 -0.16
C 13.531536 12.841251 11.069241 -0.07 0.30 2.09
C 9.604422 13.338230 10.707434 -0.41 0.69 0.76
C 10.127357 14.607720 11.451188 -0.30 0.43 -0.12
C 8.210797 12.906875 11.261754 -0.11 1.36 -0.31
C 9.393129 13.807552 9.269024 0.66 0.31 0.49
H 10.061003 9.487258 8.263628 0.03 0.27 0.19
H 10.711708 11.136492 8.205686 0.84 0.07 -0.49
H 9.057505 10.958956 8.524518 0.74 -0.80 0.57
H 11.668336 8.729680 9.579024 0.27 0.10 -0.31
H 11.763174 8.948182 11.253596 0.01 0.02 0.54
H 12.629681 10.122082 10.208752 0.22 -0.19 -0.22
H 8.953434 8.695444 10.548957 0.92 0.19 -0.04
H 8.343600 10.172531 11.015250 0.15 0.53 0.29
H 9.664672 9.452321 11.998456 -0.28 -0.11 0.37
H 11.919289 12.607448 8.178873 -0.91 -0.11 -0.67
H 13.965426 13.590961 7.372697 -0.37 -0.16 1.07
H 15.797181 14.127813 8.938371 0.04 0.25 -0.21
H 15.500598 13.423082 11.350583 0.68 0.25 0.14
H 13.482206 12.698378 12.170881 -0.17 -0.12 -0.97
H 10.085365 14.575682 12.549093 0.28 -0.34 -0.69
H 9.462939 15.451508 11.210946 0.01 -0.27 -0.18
H 11.118454 14.916164 11.057969 -0.37 -0.31 0.51
H 8.201182 12.226314 12.074304 0.34 -0.93 0.78
H 7.516007 12.542838 10.503867 0.32 -0.19 -0.17
H 7.724822 13.800155 11.676822 0.08 0.03 -0.21
H 10.225684 14.432591 8.904583 -0.32 -0.38 0.06
H 8.503073 14.421357 9.338788 -0.17 0.23 -0.40
H 9.213742 12.977867 8.628219 -0.20 -0.38 -0.77
```
Forces are in eV/Å.

Total charge ... +2
Frontier orbital gap ... 7.262 eV
Energy above the lowest of the compared OMol25 structures with the same formula, charge and spin ... 0.0 kcal/mol
HOMO energy ... -12.35 eV
Total energy ... -5168.07372 a.u.

Results of the Mulliken charge analysis, in e, for atoms 1 through 99: 0.87 -0.93 0.65 -0.02 -0.37 -0.76 -0.78 0.84 -0.59 -0.60 -0.72 -0.19 -0.05 0.64 -0.56 -0.37 0.51 -0.23 0.03 -0.86 -0.57 -1.11 1.14 -1.32 1.04 -0.32 0.28 -0.69 -0.88 -0.08 0.36 0.25 0.42 0.65 0.33 0.33 0.53 0.43 0.51 0.35 0.45 0.34 0.35 0.29 0.67 0.53 -1.58 0.27 0.62 -0.33 -0.30 -0.16 -0.37 -0.21 -0.15 -0.31 1.70 -0.80 0.16 0.51 0.46 0.58 0.48 0.53 -0.10 0.20 -1.49 1.75 -1.78 -1.71 0.58 0.72 -1.08 -0.75 -0.90 -0.76 1.02 1.91 -1.81 -1.86 -1.92 0.49 0.33 0.32 0.56 0.38 0.45 0.46 0.32 0.08 0.49 0.38 0.43 0.53 -0.44 -0.05 0.65 0.31 0.21